(1)
# C13H25F2O6Ti

C13H25F2O6Ti as an isolated structure (ωB97M-V/def2-TZVPD, the Open Molecules 2025 dataset).

Atoms and positions in Å:
1 Ti 0.602 0.114 -0.001
2 C 0.436 -2.624 -1.270
3 C 0.268 -2.864 0.199
4 O 0.873 -1.699 0.844
5 C 1.136 -1.835 2.285
6 C 1.433 -0.438 2.784
7 O 0.576 0.501 2.049
8 C -0.708 0.823 2.686
9 C -1.708 -0.230 2.281
10 O -1.531 -0.500 0.865
11 C -2.587 0.040 0.040
12 C -2.380 1.523 -0.043
13 O -0.949 1.701 -0.296
14 C -0.659 2.878 -1.107
15 C 0.737 2.661 -1.640
16 O 0.908 1.221 -1.811
17 C 0.256 0.671 -2.989
18 C 0.448 -0.812 -2.896
19 O 0.141 -1.192 -1.503
20 H -0.258 -3.218 -1.862
21 H 1.458 -2.791 -1.608
22 H 0.810 -3.757 0.506
23 H -0.769 -2.912 0.520
24 H 1.992 -2.495 2.416
25 H 0.250 -2.285 2.727
26 H 2.456 -0.133 2.590
27 H 1.238 -0.344 3.850
28 H -0.959 1.815 2.325
29 H -0.551 0.869 3.761
30 H -2.723 0.115 2.478
31 H -1.574 -1.171 2.809
32 H -3.564 -0.222 0.443
33 H -2.476 -0.429 -0.936
34 H -2.645 2.065 0.865
35 H -2.937 1.951 -0.876
36 H -0.714 3.777 -0.495
37 H -1.409 2.934 -1.894
38 H 1.515 2.971 -0.949
39 H 0.901 3.154 -2.597
40 H 0.745 1.067 -3.878
41 H -0.795 0.958 -2.990
42 H 1.473 -1.121 -3.099
43 H -0.239 -1.346 -3.550
44 F 3.343 -0.804 0.366
45 C 2.638 -0.022 -0.420
46 F 2.314 1.181 0.333
47 H 3.192 0.254 -1.313

The spin multiplicity is 1. Its net charge is +3. The value obtained for the total energy is -2009.91880 hartree.



(2)
# C13H25IP2Pt

C13H25IP2Pt as an isolated structure (ωB97M-V/def2-TZVPD, the Open Molecules 2025 dataset).

Atoms and positions in Å:
1 C 3.761 1.507 -0.875
2 C 2.956 1.283 -2.161
3 H 3.633 2.539 -0.541
4 H 4.831 1.352 -1.079
5 H 3.498 0.832 -0.035
6 H 1.909 1.631 -2.100
7 H 3.446 1.835 -2.984
8 H 2.992 0.231 -2.464
9 Pt 1.325 -0.530 -0.362
10 C 1.595 -1.534 -2.249
11 H 1.269 -0.801 -2.992
12 H 1.018 -2.455 -2.375
13 H 2.657 -1.758 -2.358
14 I 3.335 -1.520 1.059
15 C -1.376 -2.011 -1.347
16 P -0.769 -0.315 -1.092
17 C -1.237 0.753 -2.470
18 C -1.887 0.305 0.218
19 C -3.245 0.471 -0.031
20 C -4.098 0.690 1.047
21 C -3.612 0.779 2.344
22 C -2.241 0.607 2.590
23 C -1.381 0.348 1.525
24 P 0.354 -0.183 1.728
25 C 1.102 1.088 2.763
26 C 0.035 -1.732 2.650
27 H -0.749 -2.538 -2.072
28 H -2.409 -2.001 -1.704
29 H -1.316 -2.530 -0.382
30 H -2.293 0.569 -2.702
31 H -1.123 1.792 -2.123
32 H -0.625 0.593 -3.370
33 H -3.629 0.442 -1.054
34 H -5.157 0.790 0.854
35 H -4.288 0.948 3.183
36 H -1.859 0.637 3.613
37 H 0.683 1.012 3.785
38 H 2.195 0.962 2.751
39 H 0.820 2.057 2.325
40 H -0.612 -1.507 3.510
41 H -0.487 -2.450 2.000
42 H 0.980 -2.191 2.977

The spin multiplicity is 3. The value obtained for the total energy is -1609.98643 hartree. The expectation value of S² is 2.0106.



(3)
# C13H25Li2O10P

C13H25Li2O10P as an isolated structure (ωB97M-V/def2-TZVPD, the Open Molecules 2025 dataset).

Atoms and positions in Å:
1 Li -0.805 -2.001 5.754
2 Li -0.293 -0.700 1.947
3 P 1.523 0.214 4.627
4 O 2.058 -0.282 3.267
5 O 2.040 1.518 5.318
6 O 1.813 -0.909 5.623
7 O -0.007 0.259 4.545
8 O -0.336 -6.218 2.516
9 C 0.247 -5.093 3.041
10 O -0.326 -3.985 3.131
11 O 1.434 -5.151 3.450
12 H 0.465 -6.747 2.520
13 C 3.591 2.983 -1.453
14 C 3.894 4.344 -1.966
15 C 2.584 5.018 -2.053
16 O 1.673 4.281 -1.242
17 C 2.444 3.326 -0.533
18 H 4.381 2.474 -0.901
19 H 3.300 2.389 -2.320
20 H 4.418 4.381 -2.921
21 H 4.514 4.933 -1.289
22 H 2.308 5.007 -3.107
23 H 2.740 6.028 -1.673
24 H 1.918 2.403 -0.289
25 H 2.805 3.700 0.425
26 C 1.510 -2.475 -2.883
27 C 0.009 -2.800 -3.042
28 C -0.593 -2.775 -1.679
29 O 0.300 -2.041 -0.923
30 C 1.643 -2.358 -1.372
31 H 1.787 -1.615 -3.493
32 H 2.151 -3.303 -3.184
33 H -0.161 -3.757 -3.536
34 H -0.390 -1.980 -3.638
35 H -0.754 -3.765 -1.252
36 H -1.565 -2.290 -1.770
37 H 2.017 -3.255 -0.878
38 H 2.229 -1.495 -1.056
39 C -5.169 0.958 0.914
40 C -4.965 1.419 -0.535
41 C -3.429 1.262 -0.731
42 O -2.932 0.728 0.499
43 C -4.015 0.056 1.161
44 H -6.188 0.576 0.984
45 H -5.076 1.860 1.520
46 H -5.342 2.424 -0.728
47 H -5.491 0.722 -1.187
48 H -2.908 2.187 -0.979
49 H -3.206 0.601 -1.568
50 H -3.711 -0.109 2.195
51 H -4.135 -0.945 0.746

The spin multiplicity is 1. Its net charge is -2. The value obtained for the total energy is -1619.15488 hartree.



(4)
# C13H25N6OSW

C13H25N6OSW as an isolated structure (ωB97M-V/def2-TZVPD, the Open Molecules 2025 dataset).

Atoms and positions in Å:
1 W 0.162 0.096 -0.750
2 C 2.252 2.388 2.352
3 C 1.269 1.663 1.509
4 N 1.614 0.981 0.464
5 N 2.945 0.894 0.084
6 C 3.288 0.074 -0.942
7 N 4.548 0.026 -1.297
8 S 2.127 -0.936 -1.752
9 C -0.199 1.655 1.781
10 C -0.764 2.358 2.814
11 C -2.158 2.338 2.972
12 C -2.921 1.611 2.090
13 C -2.278 0.900 1.077
14 N -0.955 0.915 0.915
15 H 2.732 3.183 1.771
16 H 3.025 1.700 2.707
17 H 1.805 2.852 3.223
18 H 3.628 1.463 0.566
19 H 5.281 0.560 -0.848
20 H 4.829 -0.584 -2.055
21 H -0.157 2.932 3.497
22 H -2.621 2.893 3.779
23 H -3.999 1.573 2.170
24 H -2.843 0.303 0.374
25 N 0.222 -1.646 0.695
26 C -1.047 -2.468 0.855
27 C -1.062 -3.669 -0.064
28 C -0.947 -3.335 -1.550
29 C -1.968 -2.300 -2.015
30 N -1.380 -0.915 -2.148
31 H 0.977 -2.289 0.461
32 H 0.463 -1.306 1.623
33 H -1.892 -1.808 0.662
34 H -1.113 -2.785 1.894
35 H -2.006 -4.188 0.117
36 H -0.278 -4.372 0.229
37 H -1.072 -4.253 -2.122
38 H 0.063 -2.987 -1.799
39 H -2.804 -2.228 -1.319
40 H -2.386 -2.567 -2.984
41 H -2.163 -0.285 -2.306
42 H -0.878 -0.906 -3.034
43 C -0.279 2.560 -2.797
44 O -0.097 1.477 -1.850
45 H -0.364 3.484 -2.233
46 H -1.187 2.371 -3.362
47 H 0.589 2.575 -3.450

The spin multiplicity is 1. Its net charge is +3. The value obtained for the total energy is -1378.51508 hartree.



Repeat the fourth record exactly.
# C13H25N6OSW

C13H25N6OSW as an isolated structure (ωB97M-V/def2-TZVPD, the Open Molecules 2025 dataset).

Atoms and positions in Å:
1 W 0.162 0.096 -0.750
2 C 2.252 2.388 2.352
3 C 1.269 1.663 1.509
4 N 1.614 0.981 0.464
5 N 2.945 0.894 0.084
6 C 3.288 0.074 -0.942
7 N 4.548 0.026 -1.297
8 S 2.127 -0.936 -1.752
9 C -0.199 1.655 1.781
10 C -0.764 2.358 2.814
11 C -2.158 2.338 2.972
12 C -2.921 1.611 2.090
13 C -2.278 0.900 1.077
14 N -0.955 0.915 0.915
15 H 2.732 3.183 1.771
16 H 3.025 1.700 2.707
17 H 1.805 2.852 3.223
18 H 3.628 1.463 0.566
19 H 5.281 0.560 -0.848
20 H 4.829 -0.584 -2.055
21 H -0.157 2.932 3.497
22 H -2.621 2.893 3.779
23 H -3.999 1.573 2.170
24 H -2.843 0.303 0.374
25 N 0.222 -1.646 0.695
26 C -1.047 -2.468 0.855
27 C -1.062 -3.669 -0.064
28 C -0.947 -3.335 -1.550
29 C -1.968 -2.300 -2.015
30 N -1.380 -0.915 -2.148
31 H 0.977 -2.289 0.461
32 H 0.463 -1.306 1.623
33 H -1.892 -1.808 0.662
34 H -1.113 -2.785 1.894
35 H -2.006 -4.188 0.117
36 H -0.278 -4.372 0.229
37 H -1.072 -4.253 -2.122
38 H 0.063 -2.987 -1.799
39 H -2.804 -2.228 -1.319
40 H -2.386 -2.567 -2.984
41 H -2.163 -0.285 -2.306
42 H -0.878 -0.906 -3.034
43 C -0.279 2.560 -2.797
44 O -0.097 1.477 -1.850
45 H -0.364 3.484 -2.233
46 H -1.187 2.371 -3.362
47 H 0.589 2.575 -3.450

The spin multiplicity is 1. Its net charge is +3. The value obtained for the total energy is -1378.51508 hartree.



- What is the formula in the second record?
  C13H25IP2Pt